{"formula": "C11H16N2O4", "method": "wB97M-V/def2-TZVPD", "symbols": ["C", "H", "C", "C", "N", "H", "C", "H", "C", "H", "H", "H", "O", "H", "H", "C", "O", "C", "C", "C", "H", "H", "N", "H", "O", "C", "H", "H", "H", "H", "O", "H", "C"], "coordinates": [[-2.6624, 1.3937, -0.0686], [3.4066, 0.9103, 1.3351], [-1.3533, 0.8897, 0.7526], [2.5506, -1.8121, 0.5853], [-2.2485, 1.1343, -1.3799], [2.6749, -2.8944, 0.3172], [-3.5103, -0.9532, 0.0852], [3.5978, -0.9777, -1.2658], [-3.7978, 0.3252, 0.3539], [-2.8394, 1.0548, -2.2082], [-2.8805, 2.4688, 0.2079], [0.3930, -1.8444, 0.6892], [-0.3964, 0.4422, -2.2936], [-3.9601, 0.4162, 1.7639], [1.8161, 0.9347, -1.5259], [3.4639, 0.7737, 0.0277], [-1.2265, 1.2681, 2.0939], [0.8992, 0.2427, 0.2341], [1.0479, -1.2616, 0.2106], [3.5389, -0.8722, -0.1000], [0.9737, 0.5541, 1.3913], [4.5685, -0.9469, -0.0868], [-0.5351, 0.7679, -0.1300], [4.1052, 1.3711, -0.3793], [-2.3113, -1.3531, 0.3913], [-0.8885, 0.5760, -1.3447], [0.9240, -1.4436, -0.8739], [1.6883, 2.2477, 0.0088], [2.6442, -1.3467, 1.5805], [-2.3461, -2.4051, 0.1175], [-4.4558, -1.5842, -0.3901], [-4.8171, 0.7839, 0.1436], [1.9365, 1.1402, -0.2427]], "forces_ev_per_angstrom": [[-1.208, -2.328, 2.852], [0.956, -0.040, -3.476], [-7.426, 7.732, 11.516], [-1.322, 3.661, -0.521], [0.558, -0.476, -0.187], [-0.035, 1.194, 0.912], [-3.678, -3.820, -2.113], [-1.223, -0.150, 1.398], [-1.864, 10.473, 6.128], [0.398, -0.047, 0.632], [0.143, -1.358, -0.195], [-2.872, -1.525, 2.218], [9.038, -3.992, -13.096], [0.993, -0.336, -4.054], [0.605, 1.331, 3.155], [-8.742, -5.981, 8.113], [-0.319, -3.144, -7.179], [-0.975, 1.153, 6.727], [4.245, 0.915, -4.479], [0.339, 2.835, -5.117], [-0.905, -0.902, -1.875], [2.371, -1.438, 1.708], [12.397, -4.192, 1.275], [3.977, 3.071, -2.585], [0.903, -5.497, -1.096], [-12.388, 5.310, 4.773], [0.039, -0.695, 0.152], [0.374, -1.966, -0.570], [0.043, -1.859, 0.706], [0.402, 3.528, 1.001], [1.970, -1.572, 0.174], [1.311, -1.450, -0.480], [1.896, 1.565, -6.416]], "energy_ev": -22828.33571, "lumo_energy_ev": 0.28, "molar_mass_da": 240.26, "total_charge": 0, "relative_energy_ev": 7.027}

=====

{"formula": "C8H16P", "method": "wB97M-V/def2-TZVPD", "symbols": ["H", "H", "C", "H", "H", "H", "H", "H", "C", "H", "C", "C", "H", "H", "C", "H", "H", "C", "H", "H", "C", "C", "P", "H", "H"], "coordinates": [[-0.3447, 0.0974, -1.8493], [-1.1560, -2.1533, -0.1214], [-2.3595, -0.7464, 1.7697], [0.2305, -1.8226, 0.9966], [2.5392, -0.0528, 0.0231], [-2.2034, -1.8615, 1.7782], [-3.4191, -0.4429, 1.4963], [1.7995, 3.4616, -2.0040], [-1.2983, -0.1283, 0.7298], [-0.5961, 0.5159, 1.3429], [-0.4012, -1.3410, 0.1739], [-2.0945, -0.0842, 3.1775], [1.6233, -1.9205, -1.0365], [-1.2788, 0.9309, 5.1098], [-1.6852, 0.3253, 4.2597], [0.5909, 2.1935, -2.7992], [3.3304, 1.0036, -2.1196], [2.3199, 1.3009, -1.7172], [1.3472, -0.7195, -2.6399], [-1.7665, 0.4678, -0.1045], [1.5355, 2.3827, -2.2002], [1.6709, 0.4130, -0.5508], [0.5890, -0.9357, -1.4174], [-0.1387, -1.9924, -2.1226], [1.1073, 1.1448, 0.0936]], "forces_ev_per_angstrom": [[-0.370, 0.067, 0.161], [0.981, 0.873, 0.177], [0.095, 1.894, 0.914], [-0.626, 0.928, -0.868], [-1.147, 0.457, -0.640], [-0.474, 1.242, 0.371], [1.170, -0.733, 0.209], [0.705, -1.073, -1.768], [1.174, -1.132, 0.934], [-0.993, -0.382, -0.928], [-1.755, -0.015, 0.652], [0.650, -1.060, -0.049], [-0.020, -0.377, 0.115], [-0.775, -1.207, -1.328], [-0.185, 0.682, -0.809], [0.214, 0.114, 2.393], [-0.335, 1.295, 1.397], [-1.895, 0.052, 1.220], [0.074, 0.126, -0.376], [0.444, -0.719, 0.923], [0.758, -0.187, -0.371], [1.285, 1.196, -1.448], [0.650, -1.121, -0.073], [-0.257, -0.063, -0.206], [0.634, -0.858, -0.600]], "energy_ev": -17835.33795, "lumo_energy_ev": 3.51, "molar_mass_da": 143.19, "total_charge": -1}

=====

{"formula": "CH26O12", "method": "wB97M-V/def2-TZVPD", "symbols": ["O", "H", "H", "O", "H", "O", "O", "H", "O", "H", "H", "H", "H", "O", "H", "H", "O", "O", "C", "H", "O", "H", "H", "H", "H", "H", "H", "O", "H", "H", "H", "H", "H", "H", "H", "O", "O", "H", "H"], "coordinates": [[3.7517, -1.2893, -1.9954], [0.2406, 2.5709, 2.1285], [-1.9388, -2.3367, -0.5200], [-3.0522, -1.6413, 2.1148], [-0.4729, -0.7822, -2.8347], [-2.6577, -2.9035, -0.8608], [-1.4148, -0.7384, -3.0186], [-1.6625, -1.6491, -3.2047], [-1.2628, 2.9102, -1.1002], [0.7846, 2.0687, -3.5807], [3.5337, -1.6385, 2.6513], [-1.8590, 1.8352, 0.0053], [1.1275, -0.6574, 0.9537], [0.0510, -2.9075, 2.5579], [3.7405, -0.5974, 1.5573], [-3.0607, 0.7288, -0.2127], [-2.2744, 0.9633, 0.2943], [1.2970, 3.4599, 0.9299], [0.4344, -0.5136, 0.1082], [-2.3813, -3.1446, -1.7477], [0.7478, 1.8433, -2.6437], [0.0853, 1.2526, 2.9000], [0.9155, -0.9721, -0.7789], [-0.5847, 2.6291, -1.7483], [-2.2002, -1.5376, 1.6599], [0.9045, 0.8942, -2.6122], [3.0705, -1.8867, -2.3198], [3.9642, -1.5008, 1.8015], [-0.3453, -2.2899, 1.9155], [3.3582, -0.8654, -1.2260], [-1.6763, 3.6922, -1.4771], [-2.8157, -1.8555, 3.0221], [-1.5403, 0.1928, 0.3614], [0.3485, 0.5737, -0.0854], [0.8867, -2.5028, 2.8030], [-0.3489, 2.0955, 2.7383], [-0.8173, -1.0310, 0.4553], [1.4348, 4.4118, 0.8903], [1.6890, 3.1190, 0.1186]], "forces_ev_per_angstrom": [[-0.159, 0.207, -0.154], [-0.103, -0.107, 0.165], [-0.059, 0.015, 0.079], [0.077, 0.112, -0.003], [-0.039, -0.156, 0.126], [0.137, 0.155, -0.072], [0.082, 0.182, -0.165], [-0.093, 0.036, 0.024], [0.148, 0.314, -0.266], [0.024, -0.011, 0.032], [0.061, -0.016, 0.003], [-0.579, -0.497, -0.350], [0.273, 0.182, -0.263], [-0.086, 0.153, 0.025], [0.050, 0.013, 0.088], [0.192, -0.148, -0.162], [0.066, 1.584, 0.438], [0.292, 0.128, -0.218], [-0.324, -0.067, 0.614], [-0.012, -0.145, 0.045], [0.118, 0.112, -0.190], [-0.084, -0.003, 0.031], [-0.202, -0.129, 0.027], [-0.120, -0.226, 0.247], [-0.183, 0.010, 0.088], [0.034, 0.031, 0.128], [0.075, -0.098, 0.081], [-0.100, 0.050, -0.054], [0.129, -0.079, -0.144], [0.055, -0.157, 0.085], [-0.097, -0.003, 0.170], [0.009, -0.038, -0.029], [0.216, -2.414, 0.280], [0.399, -0.057, -0.034], [0.008, -0.036, -0.015], [0.057, 0.011, -0.183], [-0.120, 1.149, -0.571], [-0.050, -0.015, 0.091], [-0.093, -0.041, 0.007]], "energy_ev": -26027.63405, "lumo_energy_ev": -0.56, "molar_mass_da": 230.21, "total_charge": 0, "relative_energy_ev": 2.708}

=====

{"formula": "C3H7NO4", "method": "wB97M-V/def2-TZVPD", "symbols": ["N", "H", "H", "H", "C", "C", "H", "C", "O", "H", "H", "O", "O", "H", "O"], "coordinates": [[-0.5042, -1.3902, 1.1803], [1.3511, 1.5266, 0.2030], [-0.5153, -0.3409, -2.2054], [2.5318, 0.4876, -0.6733], [1.8164, 1.3003, -0.7566], [-1.5299, -0.9472, 2.0293], [0.3207, -1.6078, 1.7258], [0.7224, 0.9699, -1.7406], [0.1542, -0.2424, -1.5106], [-0.2761, -0.7581, 0.4103], [-2.6184, -1.3411, 0.5563], [0.3573, 1.6678, -2.6359], [-1.4107, -0.7090, 3.1908], [2.2996, 2.1965, -1.1351], [-2.6991, -0.8119, 1.3618]], "forces_ev_per_angstrom": [[0.267, 0.054, 0.276], [0.151, -0.135, 0.116], [-0.050, -0.117, 0.032], [-0.052, -0.079, 0.153], [-0.383, 0.273, -0.479], [0.411, 0.168, -0.702], [-0.032, 0.121, -0.072], [0.454, -0.126, 0.383], [-0.025, 0.041, -0.058], [-0.303, -0.448, 0.119], [-0.113, 0.163, 0.012], [-0.169, 0.279, -0.383], [-0.194, -0.087, 0.411], [0.110, -0.011, 0.138], [-0.072, -0.096, 0.055]], "energy_ev": -12905.65512, "lumo_energy_ev": 0.24, "molar_mass_da": 121.09, "total_charge": 0, "relative_energy_ev": 0.331, "smiles": "CC(=O)O.NC(=O)O"}